[1]
Computed, not measured: C31H23BrInN4S as an isolated structure, with wB97M-V/def2-TZVPD.

```
! wB97M-V def2-TZVPD RIJCOSX def2/J DEFGRID3
* xyz 1 1
In 0.79 -0.88 0.72
C -2.14 -5.45 0.83
C -1.48 -4.48 1.76
C -1.87 -4.42 3.14
C -1.16 -3.61 4.03
C -0.30 -2.65 3.46
Br 0.51 -1.40 4.62
N 0.06 -2.65 2.16
C -0.46 -3.64 1.36
H -2.74 -6.14 1.43
H -1.44 -6.01 0.22
H -2.88 -4.91 0.22
H -2.57 -5.18 3.48
H -1.28 -3.69 5.10
H -0.08 -3.71 0.36
C 5.67 -0.95 1.80
C 4.91 -2.07 2.03
C 3.49 -1.97 1.82
C 2.94 -0.77 1.41
C 3.76 0.36 1.12
C 5.13 0.24 1.34
H 6.73 -1.00 2.07
H 5.33 -2.98 2.43
H 2.85 -2.78 2.13
H 3.32 1.35 0.85
H 5.78 1.10 1.24
S -3.10 4.61 1.53
C -2.06 3.19 1.51
C -0.77 3.11 2.09
C 0.03 2.05 1.79
N -0.45 0.96 1.15
C -1.71 1.01 0.62
C -2.54 2.09 0.78
C -1.95 5.82 1.21
C -1.57 5.86 -0.16
C -0.72 6.89 -0.53
N -0.22 7.77 0.38
C -0.56 7.70 1.66
C -1.52 6.82 2.13
H -0.45 3.92 2.80
H 1.07 2.03 2.18
H -2.08 0.17 0.06
H -3.53 2.03 0.37
H -1.99 5.13 -0.86
H -0.33 7.04 -1.56
H -0.05 8.46 2.28
H -1.88 6.89 3.17
N -0.98 -1.69 -9.21
C -0.91 -1.83 -8.04
C -0.65 -1.93 -6.63
C -1.61 -2.53 -5.83
C -1.43 -2.39 -4.46
C -0.27 -1.73 -3.88
C 0.76 -1.35 -4.75
C 0.53 -1.37 -6.11
C -0.18 -1.54 -2.46
C 0.06 -1.34 -1.25
H -2.49 -3.00 -6.27
H -2.19 -2.60 -3.72
H 1.68 -0.98 -4.28
H 1.21 -0.97 -6.87
*
```

Gap between HOMO and LUMO ... 7.8 eV
Energy relative to the best compared isomer or geometry (same formula, charge and spin) ... 79.5 kJ/mol
HOMO level ... -11.096 eV

[2]
Computed, not measured: C15H31BFInNO3 as an isolated structure, with wB97M-V/def2-TZVPD.

```
! wB97M-V def2-TZVPD RIJCOSX def2/J DEFGRID3
* xyz -1 1
C 2.73 -2.09 2.22
C 2.63 -1.66 1.10
C 2.44 -1.13 -0.23
In 1.34 0.83 -0.15
C 1.81 1.75 1.83
C 1.55 3.25 1.86
C 0.08 3.61 2.00
F -0.17 4.30 3.19
C -0.88 0.57 -0.27
C -1.33 0.13 -1.59
C -1.42 1.19 -2.66
N -1.64 -1.10 -1.80
B 2.27 2.26 -1.70
O 3.66 2.44 -1.71
O 1.59 2.99 -2.66
C 2.01 4.32 -2.96
C 0.79 5.20 -3.15
H 2.87 -2.42 3.22
H 1.98 -1.86 -0.90
H 3.42 -0.89 -0.65
H 1.29 1.24 2.65
H 2.88 1.56 1.98
H 1.98 3.73 0.97
H 2.06 3.73 2.72
H -0.54 2.72 2.00
H -0.26 4.25 1.19
H -1.16 -0.18 0.47
H -1.39 1.50 0.01
H -0.60 1.90 -2.58
H -1.39 0.73 -3.65
H -2.36 1.73 -2.57
H -1.90 -1.23 -2.78
H 3.99 2.52 -0.81
H 2.64 4.34 -3.86
H 2.62 4.73 -2.15
H 0.19 5.19 -2.24
H 1.12 6.22 -3.33
H 0.20 4.86 -4.00
C -2.78 -6.29 2.37
C -2.75 -4.80 2.67
O -1.56 -4.15 2.27
C -1.26 -4.21 0.88
C -2.32 -3.60 -0.02
H -1.94 -6.79 2.84
H -3.71 -6.72 2.75
H -2.74 -6.49 1.30
H -2.80 -4.64 3.75
H -3.62 -4.30 2.23
H -1.05 -5.24 0.58
H -0.32 -3.66 0.77
H -3.27 -4.13 0.07
H -1.99 -3.63 -1.05
H -2.48 -2.56 0.24
*
```

Gap between HOMO and LUMO ... 7.4 eV
HOMO level ... -4.520 eV

[3]
Computed, not measured: C18H29BiF3NO2P2 as an isolated structure, with wB97M-V/def2-TZVPD.

```
! wB97M-V def2-TZVPD RIJCOSX def2/J DEFGRID3
* xyz 0 1
C 0.69 -3.35 -2.63
C 0.80 -2.35 -1.64
N -0.31 -1.87 -1.02
C -1.53 -2.18 -1.49
C -1.69 -3.12 -2.52
C -0.57 -3.72 -3.07
C 2.10 -1.69 -1.41
P 2.38 -0.76 0.11
Bi -0.05 -0.13 1.16
P -2.49 0.00 0.06
C -2.77 -1.58 -0.86
C 0.25 1.80 2.37
C 0.57 1.69 3.72
C 0.71 2.86 4.49
C 0.53 4.12 3.90
C 0.22 4.22 2.54
C 0.09 3.05 1.76
O 1.85 0.08 -3.24
O -0.42 1.25 -3.20
H 1.61 -3.75 -3.05
H -2.70 -3.34 -2.85
H -0.68 -4.46 -3.87
C 3.35 -1.65 1.35
C 3.38 0.67 -0.37
H -3.51 -1.36 -1.65
H -3.21 -2.30 -0.15
H 2.05 -0.66 -2.47
H 2.96 -2.31 -1.71
C -3.88 0.15 1.20
C -2.67 1.24 -1.23
H 0.71 0.71 4.19
H 0.95 2.78 5.55
H 0.63 5.02 4.50
H 0.07 5.20 2.08
H -0.15 3.14 0.70
H 0.42 2.95 -2.79
H -0.75 1.33 -4.10
H 0.47 0.74 -3.25
H 2.34 -0.21 -4.03
H 0.81 3.52 -2.43
H 4.32 -1.95 0.92
H 3.55 -0.98 2.20
H 2.82 -2.54 1.71
H 4.44 0.38 -0.38
H 3.08 1.01 -1.37
H 3.24 1.47 0.36
H -3.63 1.09 -1.74
H -2.66 2.24 -0.76
H -1.85 1.18 -1.97
H -4.83 0.03 0.66
H -3.82 -0.61 1.99
H -3.87 1.14 1.66
F 0.35 -2.30 3.44
C -0.72 -1.76 2.75
F -1.38 -2.83 2.17
F -1.59 -1.27 3.71
*
```

Gap between HOMO and LUMO ... 6.5 eV
Energy relative to the best compared isomer or geometry (same formula, charge and spin) ... 0.0 kJ/mol
HOMO level ... -6.224 eV

[4]
Computed, not measured: a 7-piece molecular cluster, C7H28N14O7 overall, with wB97M-V/def2-TZVPD.

```
! wB97M-V def2-TZVPD RIJCOSX def2/J DEFGRID3
* xyz 0 1
N 11.25 8.29 4.85
C 12.58 8.17 4.89
N 12.98 8.07 6.14
O 13.32 8.32 3.90
H 10.67 8.06 5.64
H 10.80 8.63 4.01
H 12.25 7.83 6.79
H 13.86 7.64 6.40
N 7.55 8.61 -1.95
C 7.98 7.69 -1.15
N 9.14 8.00 -0.76
O 7.32 6.76 -0.77
H 6.65 8.45 -2.39
H 8.03 9.42 -2.33
H 9.60 7.44 -0.06
H 9.68 8.63 -1.34
N 12.10 2.58 2.91
C 11.23 2.54 3.91
N 10.20 3.30 3.59
O 11.52 2.20 5.08
H 11.84 2.92 2.00
H 13.06 2.72 3.20
H 9.57 3.41 4.37
H 9.81 3.77 2.79
N 8.67 -0.12 -0.17
C 7.47 -0.34 -0.69
N 6.98 0.85 -1.07
O 6.86 -1.39 -0.63
H 9.00 -0.90 0.38
H 9.20 0.67 -0.52
H 5.97 0.93 -1.01
H 7.44 1.61 -0.59
N 12.41 2.07 -4.19
C 11.94 3.11 -3.57
N 12.17 4.16 -4.32
O 11.63 3.18 -2.43
H 12.65 1.28 -3.61
H 12.85 2.23 -5.08
H 12.23 4.06 -5.33
H 12.10 5.09 -3.94
N 4.15 13.55 -1.19
C 3.95 13.90 -2.43
N 2.66 13.98 -2.52
O 4.77 14.08 -3.35
H 3.33 13.50 -0.60
H 5.13 13.40 -1.00
H 1.99 13.90 -1.77
H 2.22 14.34 -3.35
N 11.89 11.37 -7.01
C 11.69 10.10 -6.76
N 11.12 9.47 -7.79
O 11.67 9.66 -5.63
H 12.06 12.13 -6.36
H 12.21 11.57 -7.95
H 10.95 9.93 -8.68
H 10.80 8.51 -7.78
*
```

SMILES string ... NC(N)=O.NC(N)=O.NC(N)=O.NC(N)=O.NC(N)=O.NC(N)=O.NC(N)=O
Gap between HOMO and LUMO ... 9.8 eV
Energy relative to the best compared isomer or geometry (same formula, charge and spin) ... 570.0 kJ/mol
HOMO level ... -9.637 eV